# 1
55
Properties=species:S:1:pos:R:3:forces:R:3 method="wB97M-V/def2-TZVPD" e_homo_ev="3.63 / 0.11" orbital_gap_ev="2.13 / 5.64" total_energy_ev=-178556.10487 charge=-3 e_lumo_ev="5.76 / 5.75" multiplicity=7
Fe -0.228208 -0.116860 0.148864 1.94 2.32 3.36
S 0.607222 1.292740 -2.664636 1.05 4.78 1.62
S -1.898588 2.823810 0.650184 -5.40 -1.36 2.95
S -3.368068 -0.510760 1.180724 -1.32 4.21 2.71
S -0.064418 0.922920 3.361234 -3.84 5.15 -0.58
S 2.595252 -2.142450 0.274654 0.89 1.16 3.08
F 2.024792 -0.643170 4.021024 -0.14 0.22 0.93
F 1.776202 1.077130 5.344584 0.20 -0.08 0.66
F 2.739732 -2.410800 -2.456166 0.19 -0.54 0.76
F -3.721988 -3.220950 0.971964 -0.09 -0.55 -0.32
F -1.105618 0.227800 -4.522176 1.60 -0.23 0.08
F -1.387628 5.424900 0.058794 -1.11 0.78 0.54
F 1.557042 -3.883610 -1.449816 -0.28 -1.23 -0.20
F 0.706962 1.191510 -5.322656 -0.40 -0.59 0.41
F -5.451508 -2.107160 1.635504 -1.39 -0.07 -0.50
F -3.867458 -2.448810 2.996154 0.24 -0.20 -0.37
F 3.791572 -3.991390 -1.341526 -1.37 0.33 -0.17
F -0.210708 4.702750 1.804274 -1.32 -0.36 -2.19
F 0.392382 -0.620290 5.469164 0.27 -0.41 1.04
F 0.214252 4.150600 -0.293126 0.55 -0.39 0.28
F 0.909892 -0.739660 -4.325516 -0.68 0.05 -0.41
O -4.333798 0.051200 0.244124 0.70 -1.59 -0.06
O 1.323142 -1.391240 0.127734 0.29 -2.05 -0.39
O -1.153268 1.603320 0.338724 0.90 1.25 -0.91
O -1.435298 1.143390 3.953154 3.82 -2.25 0.47
O 0.211572 0.368860 -1.599746 -0.64 -1.03 -2.71
O 1.498732 1.298240 0.440964 -3.95 -1.37 -2.05
O -2.021128 -0.697700 0.615584 -0.90 -2.28 -0.69
O -0.893658 -2.127970 -1.262096 -0.60 -1.00 -0.86
O -0.080178 0.050430 2.179264 0.35 -2.25 0.88
O -3.010378 2.976020 -0.324506 2.41 0.99 0.66
O -0.151878 2.570910 -2.609326 0.84 -3.05 -1.13
O -1.858278 -4.068050 -1.074566 -0.19 0.30 0.39
O 3.135282 1.611660 1.853564 1.59 -0.58 2.70
O 2.624992 -3.072830 1.447244 -0.47 1.03 -3.13
O -3.292808 0.245570 2.440964 -0.68 -2.65 -2.02
O 3.720702 -1.227630 0.232664 -0.52 -1.38 -0.82
O 0.430162 2.238980 2.958424 1.04 -1.37 1.28
O 2.052582 1.499100 -2.683586 -1.50 -1.03 -1.06
O -2.420548 2.731940 2.045984 1.72 1.76 -3.07
N -1.340048 -3.167080 -1.707976 0.93 -0.85 0.85
N 2.599162 1.779950 0.752204 3.26 2.52 -1.68
C -0.774538 4.372690 0.563584 1.72 -1.04 0.94
C 2.672472 -3.195570 -1.349006 1.02 1.93 0.83
C 0.242002 0.422150 -4.312286 -0.43 0.90 0.83
C -1.153578 -3.484640 -3.141396 -0.40 2.26 -0.34
C 1.147202 0.129530 4.685804 -1.24 0.32 -3.72
C -4.151158 -2.200700 1.698234 2.07 1.39 0.73
C 3.348262 2.613000 -0.266316 -1.28 -1.23 1.19
H -0.741398 -4.481860 -3.295496 -0.21 0.37 0.13
H 3.942582 1.958310 -0.903706 0.03 -0.13 -0.22
H 2.565912 3.100150 -0.848306 0.42 0.32 -0.09
H -0.595648 -2.617490 -3.494776 0.70 -0.60 -0.30
H 4.021462 3.253490 0.303474 -0.25 0.24 -0.06
H -2.139758 -3.264370 -3.550106 -0.15 -0.84 -0.24


# 2
16
Properties=species:S:1:pos:R:3:forces:R:3 method="wB97M-V/def2-TZVPD" de_lowest_kcal_mol=83.61 e_homo_ev=-8.28 orbital_gap_ev=8.50 total_energy_ev=-19230.63797 charge=0 e_lumo_ev=0.22 smiles="O[C@@H]1CC(=S)[C@@H]2C[C@@H]12" multiplicity=1
S -0.709817 -0.577570 -2.939553 -0.37 -0.41 -0.37
O -1.538238 0.777663 1.719686 0.89 -0.33 0.42
C -0.239465 -0.048549 -1.506829 1.00 0.65 0.00
C 1.452373 -1.423172 0.174512 0.57 -0.65 -0.43
C -0.389354 0.706975 0.875069 -0.83 -0.48 -1.19
C -0.909017 1.013300 -0.636245 -1.42 -0.84 1.25
C 0.214912 -0.690458 0.564337 -0.57 0.66 0.26
C 1.007182 -0.317256 -0.726651 -1.31 -1.55 0.03
H 2.396909 -1.241609 0.642687 0.44 0.26 0.25
H -0.638284 -1.309286 0.331358 -0.27 -0.27 -0.29
H -2.039754 0.919105 -0.641388 1.31 0.13 -0.05
H -1.231662 0.730928 2.646058 -0.27 0.00 -0.63
H 1.553695 0.574061 -0.571185 0.50 0.98 0.34
H 1.362847 -2.479954 -0.115388 -0.37 0.52 0.25
H 0.364430 1.383785 1.209813 0.58 0.71 0.14
H -0.656757 1.982035 -1.026282 0.12 0.62 0.02


# 3
9
Properties=species:S:1:pos:R:3:forces:R:3 method="wB97M-V/def2-TZVPD" de_lowest_kcal_mol=66.62 e_homo_ev="-3.46 / -3.46" orbital_gap_ev="6.74 / 6.74" total_energy_ev=-22923.16575 charge=-1 e_lumo_ev="3.28 / 3.28" multiplicity=1
S 0.032473 -1.132859 0.177744 0.19 0.62 -1.03
F -0.572937 2.042873 -0.738694 -0.91 -0.54 -0.77
F -2.412767 1.388174 -1.729325 2.82 -0.11 0.57
O -0.934111 -1.949376 0.942488 0.92 -0.14 0.09
O 1.141061 -1.858119 -0.545334 -0.92 0.23 1.19
N 0.955497 -0.088062 1.399188 -0.06 -0.79 -0.78
C -0.987558 1.219311 -1.690347 -1.76 0.50 0.33
H 0.832678 0.786211 0.866505 0.64 -0.27 0.53
H 1.945665 -0.408153 1.317775 -0.92 0.50 -0.14